Here is C4H9NO2 in the gas phase from the Open Molecules 2025 dataset. Energies are from the ωB97M-V functional and the def2-TZVPD basis.

Last column: Mulliken charge in e.
Cartesian coordinates (Å):
C1 2.589 0.717 -0.119  -1.215
C2 1.291 -0.017 -0.459  -0.562
C3 0.067 0.248 0.395  0.220
N1 0.203 -0.280 1.748  -0.549
C4 -1.194 -0.221 -0.311  0.318
O1 -1.936 -1.059 0.139  -0.577
O2 -1.452 0.504 -1.402  -0.423
H1 2.451 1.710 -0.529  0.325
H2 2.978 0.696 0.889  0.327
H3 3.333 0.176 -0.724  0.328
H4 1.092 0.079 -1.524  0.375
H5 1.502 -1.108 -0.260  0.293
H6 -0.192 1.341 0.601  0.358
H7 -0.004 -1.267 1.774  0.213
H8 -0.177 0.240 2.520  0.224
H9 -2.202 0.020 -1.796  0.345

Properties
* SMILES: CC[C@H](N)C(=O)O
* E_LUMO: 0.766 eV
* highest occupied orbital energy: -9.38 eV
* E_tot: -363.05236 hartree